Entry 1:
C23H33N7O2Ti as an isolated structure. Source: the OMol25 dataset; level of theory: ωB97M-V/def2-TZVPD.

Geometry as XYZ:
```
66
Properties=species:S:1:pos:R:3:lowdin_charge:R:1
Ti 0.20066 -0.08741 0.92989 1.01
C -1.30638 1.26093 -1.43370 -0.05
N -1.32735 1.31143 0.04834 -0.27
C -1.14017 2.69489 0.50597 -0.07
C -2.56052 0.68429 0.51866 -0.22
C -3.69374 1.39079 0.86711 -0.03
C -4.84888 0.72307 1.26897 -0.09
C -4.85507 -0.65969 1.30984 -0.09
C -3.71453 -1.38546 0.98328 -0.02
C -2.54624 -0.73085 0.59898 -0.25
N -1.30065 -1.30902 0.41752 -0.04
C -0.98424 -2.63942 0.16588 -0.22
C -1.72665 -3.51378 -0.62158 -0.02
C -1.23760 -4.77888 -0.92323 -0.09
C -0.00169 -5.18754 -0.45267 -0.09
C 0.74393 -4.32553 0.34726 -0.03
C 0.26150 -3.07092 0.66072 -0.20
N 0.96174 -2.13975 1.54252 -0.26
C 0.53288 -2.39444 2.94176 -0.04
C 2.42787 -2.24229 1.46519 -0.07
H -2.14310 1.84212 -1.83192 0.10
H -1.37961 0.22485 -1.75521 0.09
H -0.35787 1.66200 -1.78367 0.08
H -1.87398 3.37004 0.05492 0.09
H -0.14017 3.00960 0.21172 0.09
H -1.20782 2.72336 1.59146 0.09
H -3.68110 2.47180 0.82736 0.11
H -5.72866 1.28761 1.54543 0.10
H -5.74738 -1.18757 1.62177 0.10
H -3.71391 -2.46534 1.05962 0.11
H -2.67791 -3.18541 -1.02172 0.11
H -1.82703 -5.43840 -1.54767 0.10
H 0.38582 -6.16658 -0.69962 0.10
H 1.70650 -4.64224 0.72685 0.11
H 0.80705 -3.41439 3.22768 0.10
H -0.54402 -2.26310 3.02242 0.09
H 1.01634 -1.66587 3.59018 0.09
H 2.78185 -3.18217 1.89930 0.09
H 2.84938 -1.40917 2.02570 0.09
H 2.73928 -2.17438 0.42564 0.09
C 0.31620 1.67386 4.99091 -0.03
C 0.57319 1.31045 3.56033 -0.32
N -0.32567 0.54777 2.81624 -0.15
O -1.46171 0.21596 3.60268 -0.06
C 1.71366 1.60976 2.89267 -0.29
C 2.84157 2.46730 3.37514 -0.03
N 1.66705 1.02807 1.63084 -0.11
O 2.79863 1.27635 0.81669 -0.04
H -0.23526 0.88817 5.50314 0.07
H -0.27652 2.58852 5.09025 0.08
H 1.26025 1.83202 5.51184 0.07
H -2.16906 0.09804 2.95364 0.07
H 3.43506 1.97602 4.15216 0.08
H 2.48261 3.40963 3.79217 0.08
H 3.52019 2.71094 2.56019 0.06
C 3.50236 0.07311 -2.50447 -0.06
N 3.55283 0.79703 -1.25046 -0.15
C 4.84622 1.35535 -0.91488 -0.05
C 2.53299 0.64240 -0.35800 -0.52
N 1.44332 -0.00043 -0.56170 0.01
H 3.56451 0.76049 -3.35199 0.09
H 2.57272 -0.48434 -2.56170 0.07
H 4.34514 -0.62318 -2.56414 0.09
H 5.15698 2.05567 -1.69384 0.09
H 5.60035 0.56268 -0.85590 0.09
H 4.81288 1.88219 0.03205 0.08
```

Summary:
* HOMO level (spin up / spin down): -6.11 / -6.11 eV


Entry 2:
A 2-piece molecular cluster, C3H7NO3S overall in a non-equilibrium geometry. Source: the OMol25 dataset; level of theory: ωB97M-V/def2-TZVPD.

Geometry as XYZ:
```
15
Properties=species:S:1:pos:R:3:lowdin_charge:R:1
O -0.71191 -1.47634 1.97165 -0.12
C -1.19319 -0.58849 1.21649 -0.72
O -2.33038 -0.13155 1.08099 -0.06
C 0.00953 0.05164 0.37970 -0.33
C 0.47296 1.50746 0.70952 -0.66
S -0.10618 3.05661 -0.24421 -0.06
N -0.27708 0.02053 -1.13011 -0.02
H 0.93036 -0.50154 0.48197 0.09
H 0.35780 1.77272 1.77599 0.03
H 1.55134 1.61323 0.54101 0.00
H 0.32589 0.77281 -1.44649 0.02
H -1.27284 0.19027 -1.17093 0.07
H 1.46204 -2.46173 -1.07543 -0.02
H 0.08389 -1.50028 -1.45647 -0.01
O 0.69777 -2.32534 -1.63367 -0.19
```

Summary:
* HOMO level: 0.46 eV
* total charge: -2


Entry 3:
A single CH5N3 molecule in a non-equilibrium geometry. Source: the OMol25 dataset; level of theory: ωB97M-V/def2-TZVPD.

Geometry as XYZ:
```
9
Properties=species:S:1:pos:R:3:lowdin_charge:R:1
N -0.94203 1.04528 -0.12309 0.09
C -0.08401 0.16315 -0.04852 -0.58
N 1.31814 0.02464 -0.60081 0.08
N -0.36755 -1.03980 0.66206 0.06
H -1.91450 0.80401 -0.05951 0.04
H 1.47218 0.94034 -1.01134 0.07
H 1.88170 -0.06114 0.22752 0.06
H 0.34338 -1.79730 0.54895 0.10
H -1.33858 -1.07563 1.01838 0.10
```

Summary:
* HOMO level: -9.33 eV
* structure (SMILES): N=C(N)N


Molar mass / g/mol: 487.43, 137.16, 59.07
Energy above the lowest of the compared OMol25 structures with the same formula, charge and spin / kJ/mol: 26.8, 170.6, 107.6